C12H15FO5Pb | ωB97M-V with the def2-TZVPD basis set

Each line ends with the natural charge from an NBO analysis.
Geometry (Å):
Pb1 0.09528 6.65272 1.67957  1.240
O1 -5.48191 3.96135 -0.51639  -0.733
H1 -6.05298 3.19194 -0.45745  0.573
H2 -5.28198 4.14633 -1.43695  0.567
H3 -4.65163 3.74482 -0.08585  0.588
F1 -1.86395 3.16616 1.12524  -0.908
C1 -2.31396 -4.37508 4.74368  -0.220
C2 -1.90162 -3.06239 4.35135  -0.249
C3 -0.60363 -2.57553 4.55217  0.317
C4 0.32874 -3.41789 5.15601  -0.227
C5 -0.04207 -4.69628 5.59570  -0.243
C6 -1.34294 -5.13739 5.43745  0.313
O2 -1.66757 -6.40298 5.83818  -0.644
O3 -0.30162 -1.31238 4.13540  -0.650
H4 -3.30403 -4.65840 4.41826  0.245
H5 -2.66213 -2.38159 3.99844  0.213
H6 1.37422 -3.15055 5.19964  0.237
H7 0.68560 -5.32929 6.08168  0.236
H8 -1.31710 -6.53682 6.72184  0.491
H9 -0.86243 -0.93487 3.45379  0.497
C7 1.67054 1.46343 -5.81808  -0.231
C8 1.43831 1.75801 -4.48473  -0.242
C9 2.33717 2.60711 -3.71981  0.308
C10 3.57520 2.89025 -4.25812  -0.233
C11 3.92793 2.33911 -5.52198  -0.249
C12 2.96529 1.64923 -6.32328  0.341
O4 3.21984 1.21735 -7.57967  -0.635
O5 2.12002 2.87980 -2.40030  -0.635
H10 0.85710 1.01595 -6.36986  0.246
H11 0.42186 1.61827 -4.14750  0.213
H12 4.32011 3.39018 -3.65681  0.236
H13 4.91066 2.69557 -5.79322  0.241
H14 4.13769 1.04086 -7.79871  0.507
H15 1.26596 2.54287 -2.11984  0.490

## Properties
lowest unoccupied orbital energy: -9.99 eV
total charge: +2
HOMO-LUMO gap: 1.302 eV

***

C37H44N4NiP2SSi2 | ωB97M-V with the def2-TZVPD basis set

Each line ends with the Löwdin charge.
Geometry (Å):
Ni1 0.11517 0.10837 0.57014  0.195
C1 -4.42793 2.04743 0.66978  -0.161
Si1 -2.74409 1.75489 1.47782  0.355
C2 -2.98407 1.01286 3.19880  -0.169
C3 -1.91677 3.44044 1.71650  -0.163
N1 -1.76846 0.66167 0.56186  -0.305
P1 -1.84819 0.32818 -1.00998  0.669
C4 -0.57649 -0.53332 -1.81113  -0.223
P2 1.02346 -1.07834 -1.43390  0.672
N2 1.79514 -0.59226 -0.10019  -0.305
Si2 3.26286 -1.22081 0.56368  0.356
C5 4.37760 -2.03450 -0.72915  -0.160
C6 4.19438 0.22924 1.34133  -0.169
C7 2.92017 -2.47557 1.93436  -0.161
C8 2.00813 -0.54804 -2.87386  -0.291
C9 2.02633 -1.18801 -4.10827  -0.084
C10 2.81094 -0.68820 -5.13777  -0.080
C11 3.54919 0.47171 -4.95705  -0.087
C12 3.50460 1.13838 -3.74016  -0.080
C13 2.74336 0.62495 -2.70228  -0.102
C14 0.84197 -2.89358 -1.42231  -0.275
C15 -0.12756 -3.35742 -0.52916  -0.092
C16 -0.31110 -4.71370 -0.32715  -0.076
C17 0.47676 -5.62512 -1.01866  -0.086
C18 1.43991 -5.17316 -1.90622  -0.080
C19 1.62436 -3.81198 -2.11114  -0.096
C20 -1.96308 1.87381 -1.97200  -0.277
C21 -3.09103 2.38428 -2.60082  -0.094
C22 -3.04027 3.63186 -3.20919  -0.080
C23 -1.87021 4.37385 -3.19325  -0.086
C24 -0.73808 3.87146 -2.56360  -0.078
C25 -0.78714 2.62899 -1.95733  -0.096
C26 -3.31971 -0.70493 -1.30722  -0.290
C27 -3.76482 -1.45983 -0.22258  -0.102
C28 -4.85125 -2.31059 -0.35459  -0.079
C29 -5.50948 -2.40199 -1.57325  -0.086
C30 -5.06128 -1.66540 -2.65984  -0.080
C31 -3.95918 -0.83239 -2.53618  -0.086
H1 -5.11072 2.52606 1.37634  0.031
H2 -4.88683 1.11367 0.33746  0.021
H3 -4.33034 2.70607 -0.19387  0.014
H4 -3.59618 1.68213 3.81014  0.029
H5 -2.02045 0.89496 3.69776  0.000
H6 -3.47636 0.03881 3.17156  0.024
H7 -2.57610 4.11612 2.26790  0.029
H8 -1.66994 3.91385 0.76325  0.020
H9 -0.99653 3.33061 2.29397  0.001
H10 4.42723 -1.44947 -1.64990  0.020
H11 4.01755 -3.03300 -0.97545  0.014
H12 5.39471 -2.13837 -0.34302  0.030
H13 4.38212 1.03305 0.62674  0.024
H14 5.15916 -0.10992 1.72922  0.028
H15 3.62307 0.63919 2.17763  -0.001
H16 2.36429 -3.33956 1.56231  0.022
H17 2.33408 -2.01144 2.73075  0.003
H18 3.85284 -2.83777 2.37515  0.030
H19 1.41442 -2.06525 -4.27494  0.105
H20 2.84311 -1.20796 -6.08712  0.103
H21 4.15133 0.86150 -5.76804  0.101
H22 4.06790 2.05195 -3.59815  0.102
H23 2.72284 1.11474 -1.73625  0.092
H24 -0.72773 -2.63185 0.01089  0.088
H25 -1.06375 -5.06175 0.36893  0.104
H26 0.33941 -6.68811 -0.86589  0.102
H27 2.05959 -5.88269 -2.44029  0.104
H28 2.38722 -3.47129 -2.79794  0.093
H29 -4.01488 1.82046 -2.60387  0.096
H30 -3.92471 4.02681 -3.69325  0.104
H31 -1.83932 5.34369 -3.67353  0.102
H32 0.17699 4.44992 -2.54431  0.103
H33 0.08275 2.22368 -1.44949  0.089
H34 -3.25307 -1.35636 0.72647  0.091
H35 -5.18549 -2.89603 0.49248  0.103
H36 -6.36608 -3.05570 -1.67886  0.102
H37 -5.56947 -1.74388 -3.61274  0.103
H38 -3.58454 -0.29742 -3.39995  0.107
N3 2.78862 2.86103 6.51700  0.080
C32 2.12905 1.69783 6.37007  -0.810
S1 1.87273 0.73716 7.69347  0.682
C33 1.64900 1.35756 5.01395  -0.214
C34 1.83151 2.20087 3.91625  -0.002
C35 1.31053 1.84633 2.68745  -0.136
N4 0.61590 0.73000 2.47960  0.023
C36 0.45713 -0.09464 3.52046  -0.123
C37 0.95240 0.17028 4.77896  -0.020
H39 3.11367 3.08712 7.44115  0.093
H40 3.12371 3.40168 5.73901  0.090
H41 2.36218 3.13965 3.99701  0.107
H42 1.44241 2.49267 1.82835  0.123
H43 -0.11094 -0.99452 3.32104  0.123
H44 0.79984 -0.51573 5.59812  0.083

## Properties
multiplicity: 3
lowest unoccupied orbital energy (alpha / beta): -0.86 / -0.86 eV
<S²>: 2.02
total charge: 0
HOMO-LUMO gap (alpha / beta): 6.106 / 6.272 eV

***

HINO2S | ωB97M-V with the def2-TZVPD basis set

Each line ends with the natural charge from an NBO analysis.
Geometry (Å):
N1 -0.92400 -0.48444 0.72558  -0.481
O1 -1.03479 0.95300 0.82797  -0.601
O2 -0.00021 0.54924 -1.49972  -0.930
S1 0.35002 0.47111 -0.06493  1.546
I1 3.07238 -0.78100 0.01639  -0.850
H1 -1.46341 -0.70792 -0.00530  0.317

## Properties
lowest unoccupied orbital energy: 3.55 eV
total charge: -1
HOMO-LUMO gap: 7.425 eV

***

C6H9N3 | ωB97M-V with the def2-TZVPD basis set

Each line ends with the natural charge from an NBO analysis.
Geometry (Å):
C1 -2.12620 1.04436 -1.52905  -0.717
C2 -2.59092 0.65579 -2.92059  0.290
N1 -2.94071 0.31757 -3.96880  -0.341
H1 -1.24625 0.55057 -1.11679  0.272
H2 -2.89556 0.85436 -0.78066  0.246
H3 -1.98010 2.11231 -1.69108  0.248
C3 -0.17639 1.51482 1.84081  -0.735
C4 1.12708 1.94989 1.39891  0.287
N2 2.13842 2.38495 0.96464  -0.337
H4 -0.87204 2.34504 1.71872  0.257
H5 -0.14789 1.31083 2.91117  0.253
H6 -0.33304 0.60666 1.25873  0.273
C5 2.40840 -2.91088 0.41913  -0.729
C6 1.25549 -2.13784 -0.00305  0.322
N3 0.34897 -1.45828 -0.30360  -0.379
H7 3.36631 -2.47359 0.13758  0.267
H8 2.27728 -3.96515 0.17533  0.262
H9 2.38715 -2.70142 1.48860  0.260

## Properties
lowest unoccupied orbital energy: 0.43 eV
total charge: 0
SMILES: CC#N.CC#N.CC#N
HOMO-LUMO gap: 11.994 eV

***

C4H3LiMgNaO2 | ωB97M-V with the def2-TZVPD basis set

Each line ends with the natural charge from an NBO analysis.
Geometry (Å):
C1 0.74243 -0.88453 1.19829  0.062
O1 0.53865 -0.29160 2.32038  -0.943
Mg1 -1.73524 -1.55608 -0.40660  0.571
Na1 1.56660 1.44617 3.49792  0.904
H1 -0.19858 -0.09660 0.00584  0.157
C2 0.86568 -0.13948 -0.02834  -0.594
C3 0.60091 0.39944 -1.45518  -0.239
C4 -0.62146 0.30579 -2.07737  0.070
O2 -1.41045 -0.80552 -2.39716  -0.920
Li1 -1.32767 1.13918 1.16085  0.596
H2 2.02692 -0.72667 0.72059  0.182
H3 -1.04779 1.20991 -2.53923  0.155

## Properties
multiplicity: 2
lowest unoccupied orbital energy (alpha / beta): -1.86 / -1.94 eV
<S²>: 0.81
total charge: 0
HOMO-LUMO gap (alpha / beta): 3.115 / 3.378 eV

***

C36H64BN5O9P2RuS | ωB97M-V with the def2-TZVPD basis set

Each line ends with the Löwdin charge.
Geometry (Å):
Ru1 -0.24826 -0.80894 0.33839  1.030
C1 -0.79493 -4.05020 -1.36324  -0.097
C2 -1.97640 -3.29671 -1.98300  -0.653
C3 -3.24710 -3.60453 -1.19249  -0.078
C4 -2.17542 -3.76768 -3.42487  -0.071
P1 -1.49958 -1.46564 -1.77217  1.174
C5 -0.25521 -1.21522 -3.14678  -0.227
N1 0.98667 -0.89279 -2.50219  -0.011
B1 1.13985 -0.45215 -1.16025  -0.580
N2 2.54031 -0.32479 -0.94293  -0.033
C6 3.11859 0.00123 0.32324  -0.252
P2 1.95067 -0.71857 1.58828  1.145
C7 2.48109 0.22612 3.17293  -0.647
C8 3.95936 0.62108 3.12956  -0.077
C9 2.22620 -0.58164 4.44446  -0.083
C10 1.64713 1.50754 3.22283  -0.093
C11 2.54680 -2.53078 1.68915  -0.656
C12 1.60190 -3.29093 2.62305  -0.085
C13 3.99722 -2.71769 2.12823  -0.071
C14 2.38345 -3.12666 0.28805  -0.081
C15 3.20306 -0.70450 -2.08240  -0.175
C16 4.55768 -0.83725 -2.34879  -0.012
C17 4.93249 -1.31338 -3.59135  -0.087
C18 3.98355 -1.65758 -4.55178  -0.086
C19 2.62821 -1.53883 -4.29768  -0.008
C20 2.23429 -1.05668 -3.05758  -0.155
C21 -2.94264 -0.32793 -2.30459  -0.567
C22 -2.29638 1.07303 -2.39468  -0.231
C23 -3.56222 -0.65871 -3.65965  -0.064
C24 -4.03478 -0.34639 -1.23028  -0.071
H1 -0.94054 -5.12354 -1.46495  0.098
H2 -0.72177 -3.82328 -0.29751  0.054
H3 0.14358 -3.78991 -1.85548  0.080
H4 -3.33125 -4.67903 -1.04649  0.097
H5 -4.13178 -3.27212 -1.72734  0.075
H6 -3.23436 -3.13108 -0.21401  0.054
H7 -2.44722 -4.82165 -3.39256  0.097
H8 -1.27627 -3.69170 -4.02931  0.073
H9 -2.97731 -3.23700 -3.92584  0.065
H10 -0.57232 -0.40641 -3.81226  0.104
H11 -0.13933 -2.12540 -3.74053  0.086
H12 3.15126 1.08826 0.45059  0.098
H13 4.12856 -0.40351 0.41802  0.094
H14 4.61602 -0.22986 2.98373  0.070
H15 4.21821 1.07570 4.08452  0.098
H16 4.16013 1.35715 2.35707  0.079
H17 2.92884 -1.40359 4.54186  0.069
H18 1.21408 -0.97273 4.48315  0.059
H19 2.36595 0.06690 5.30754  0.096
H20 1.80383 2.09086 2.32031  0.060
H21 1.95576 2.11103 4.07493  0.101
H22 0.58583 1.29506 3.33238  0.062
H23 1.74719 -3.02663 3.66434  0.065
H24 1.77989 -4.36074 2.53030  0.096
H25 0.56277 -3.10023 2.35270  0.049
H26 4.16637 -2.40225 3.15287  0.066
H27 4.68919 -2.18889 1.47692  0.076
H28 4.24429 -3.77695 2.06918  0.097
H29 1.37364 -2.92734 -0.08358  0.035
H30 2.52233 -4.20545 0.33240  0.103
H31 3.10742 -2.72649 -0.41648  0.086
H32 5.30072 -0.58166 -1.60898  0.109
H33 5.97909 -1.42491 -3.82619  0.104
H34 4.31471 -2.02748 -5.51084  0.105
H35 1.90039 -1.81144 -5.04762  0.109
H36 -1.91454 1.26474 -3.40012  0.132
H37 -1.50694 1.14512 -0.62521  0.010
H38 -3.04477 1.84315 -2.17314  0.135
H39 -2.80747 -0.82531 -4.42475  0.083
H40 -4.17137 0.18924 -3.96947  0.101
H41 -4.21873 -1.52175 -3.59858  0.075
H42 -3.61919 -0.43077 -0.22819  0.043
H43 -4.70462 -1.18773 -1.38020  0.077
H44 -4.63810 0.55883 -1.28579  0.092
C25 -0.39519 4.25247 1.46321  0.013
C26 0.14145 3.52819 0.21758  -0.582
C27 1.37973 4.23712 -0.34269  0.005
O1 0.49400 2.19460 0.50428  -0.087
C28 -0.97225 3.57710 -0.80664  -0.122
O2 -1.20317 4.28193 -1.72162  0.149
O3 -1.18523 1.19958 -1.53699  -0.172
H45 0.36597 4.24192 2.23886  0.094
H46 -1.28572 3.76983 1.86082  0.074
H47 -0.63944 5.28556 1.23446  0.104
H48 2.13851 4.29382 0.43451  0.089
H49 1.11434 5.24140 -0.65957  0.095
H50 1.77665 3.67969 -1.18712  0.096
H51 -0.14320 1.83807 1.15019  0.023
C29 -1.76247 1.68510 8.26878  -0.114
C30 -3.00508 1.28395 7.50393  -0.283
S1 -3.08399 2.27843 5.98046  0.668
O4 -1.93363 1.96395 5.16135  -0.326
O5 -3.27728 3.65489 6.31404  -0.287
C31 -4.59029 1.67739 5.12196  -0.177
C32 -4.34074 0.46280 4.23915  -0.125
N3 -3.50191 0.76230 3.10473  0.062
C33 -2.23932 0.34660 2.87687  -0.338
N4 -1.74378 0.88204 1.76357  0.073
C34 -2.72667 1.65875 1.24088  -0.050
C35 -3.83401 1.59180 2.05271  -0.124
N5 -5.08473 2.15803 1.76967  -0.316
O6 -5.16743 2.73779 0.69507  0.105
O7 -5.99546 2.03155 2.57694  0.087
C36 -1.48821 -0.57340 3.75479  -0.009
H52 -1.66314 1.10492 9.18421  0.086
H53 -1.82017 2.74001 8.52555  0.084
H54 -0.88006 1.52983 7.65122  0.075
H55 -3.91218 1.50711 8.05743  0.104
H56 -2.98747 0.23979 7.20391  0.097
H57 -4.98792 2.51492 4.55362  0.096
H58 -5.30452 1.43071 5.90176  0.114
H59 -5.30583 0.10688 3.86199  0.141
H60 -3.86504 -0.32919 4.81770  0.127
H61 -2.61757 2.28467 0.37174  0.103
H62 -2.05170 -1.48978 3.92417  0.103
H63 -1.27730 -0.08290 4.70435  0.079
H64 -0.55324 -0.83407 3.25498  0.039
O8 -1.25668 -2.30724 1.38185  -0.342
O9 -2.37273 -1.66255 1.09248  -0.242

## Properties
multiplicity: 6
lowest unoccupied orbital energy (alpha / beta): -3.06 / -3.88 eV
<S²>: 8.78
total charge: +1
HOMO-LUMO gap (alpha / beta): 6.382 / 6.318 eV

***

Energy (computed, eV): -30865.0998 -131257.6626 -24536.4611 -10836.7118 -18345.7830 -96908.3507
M (computed, g/mol): 465.445 753.667 205.984 123.159 137.302 916.831